Entry 1:
Formula: C22H23N7O2S3Sn
Source: OMol25
Level of theory: the ωB97M-V functional and the def2-TZVPD basis

HOMO energy (alpha / beta) ... -7.2 / -7.2 eV
LUMO energy (alpha / beta) ... -0.512 / -0.512 eV
Gap between HOMO and LUMO (alpha / beta) ... 0.246 / 0.246 hartree

Geometry as ORCA input:
```
! wB97M-V def2-TZVPD RIJCOSX def2/J DEFGRID3
* xyz 0 1
Sn -0.25 -0.13 -0.37
S 4.48 0.55 0.03
S -3.63 -0.07 -0.05
S 1.65 3.28 1.71
O -0.36 2.32 -2.27
O 0.40 1.46 -1.42
N 1.52 0.26 3.78
N 0.38 4.63 -0.31
N -2.59 2.21 -0.92
N 2.02 0.03 0.15
N 0.14 -0.02 2.08
N -2.44 0.53 -2.41
N -0.82 4.39 1.45
C 3.75 0.51 1.57
C 2.44 0.24 1.44
C -0.02 -2.02 -1.20
C 0.40 4.11 0.94
C -2.90 0.92 -1.21
C -3.50 -2.82 -3.72
C 2.99 0.17 -0.71
C -1.91 -0.66 -4.39
C 0.26 0.16 4.34
C -1.98 -1.76 -5.23
C -0.20 0.20 5.65
C 1.48 4.54 -1.27
C -2.44 -0.11 4.75
C -0.85 5.22 -0.57
C -1.60 5.08 0.53
C 1.38 0.17 2.44
C -2.63 -0.64 -3.19
C -0.61 -0.02 3.26
C -1.56 0.06 5.84
C -2.77 -2.85 -4.90
C -1.98 -0.16 3.45
C -3.44 -1.72 -2.86
H 0.47 0.34 6.49
H -1.96 0.09 6.84
H 1.55 5.48 -1.81
H 1.28 3.71 -1.95
H 2.38 0.46 4.27
H -1.73 1.20 -2.79
H -4.13 -3.66 -3.44
H -2.65 -0.28 2.60
H -2.82 -3.71 -5.55
H 2.86 0.06 -1.78
H -2.78 2.47 0.03
H 4.31 0.75 2.47
H -4.01 -1.71 -1.95
H -1.42 -1.75 -6.16
H -3.50 -0.21 4.95
H -1.08 4.13 2.38
H -1.28 0.19 -4.65
H -1.00 -2.36 -1.53
H 0.31 -2.69 -0.39
H 2.40 4.36 -0.71
H -1.73 2.58 -1.39
H -1.07 5.68 -1.51
H -2.60 5.41 0.75
*
```


Entry 2:
Formula: C22H23N7O9P2RhSbSe4
Source: OMol25
Level of theory: the ωB97M-V functional and the def2-TZVPD basis

HOMO energy (alpha / beta) ... -7.6 / -7.6 eV
LUMO energy (alpha / beta) ... -2.014 / -2.015 eV
Gap between HOMO and LUMO (alpha / beta) ... 0.205 / 0.205 hartree

Geometry as ORCA input:
```
! wB97M-V def2-TZVPD RIJCOSX def2/J DEFGRID3
* xyz 0 1
Sb -1.62 2.29 -2.23
Rh 0.65 0.23 0.09
Se -0.05 3.88 -0.95
Se 1.09 1.94 -1.45
Se -3.84 2.70 -1.21
Se -1.38 2.82 -4.59
P -1.39 -1.33 -1.92
P 1.41 -1.99 -2.29
O 0.19 -1.40 1.44
O -0.15 -2.35 -1.96
O -1.23 -0.51 -3.30
O -2.68 -2.00 -1.81
O 1.38 -1.40 -3.76
O -1.10 -0.23 -0.86
O 1.76 -0.82 -1.33
O 2.26 -3.18 -2.20
O -3.27 -0.19 4.09
N 4.75 1.79 4.16
N -2.02 -2.27 3.26
N 2.22 0.78 1.24
N -0.30 1.40 1.38
N 4.38 0.70 2.19
N 3.94 -0.37 0.22
N 2.70 2.06 3.17
C 0.78 -0.45 4.88
C 0.70 -5.41 0.74
C -1.72 -3.30 2.49
C 3.52 0.37 1.23
C 0.49 2.11 2.20
C 3.93 1.50 3.14
C 1.74 -4.49 0.46
C 0.41 -2.65 1.31
C -1.26 0.80 5.11
C 1.60 -3.17 0.74
C 0.11 -1.42 4.15
C 0.10 0.65 5.35
C -4.14 0.88 4.44
C 1.90 1.65 2.22
C -1.61 1.65 1.36
C -0.58 -3.61 1.75
C -1.94 -0.16 4.37
C -0.42 -4.98 1.36
C -2.15 2.72 2.05
C -1.24 -1.28 3.89
C 0.01 3.15 2.95
C -1.33 3.50 2.84
H 0.70 3.70 3.58
H -4.52 1.33 3.52
H 0.89 -0.57 -3.85
H -3.00 -2.16 3.49
H -3.20 2.95 1.91
H -1.78 1.67 5.50
H 3.30 -0.65 -0.53
H -2.51 -4.04 2.46
H -1.21 -5.67 1.62
H -2.23 0.98 0.77
H -4.98 0.46 5.00
H -1.73 4.35 3.37
H 5.70 1.48 4.13
H -1.54 -1.03 -4.05
H -3.66 1.64 5.05
H 2.39 -2.47 0.50
H 4.90 -0.66 0.21
H 2.65 -4.84 -0.02
H 0.62 1.41 5.92
H 1.84 -0.57 5.09
H 0.63 -2.32 3.84
H 4.46 2.47 4.84
H 0.83 -6.46 0.49
*
```


Entry 3:
Formula: C22H23O2PS4SbTcTe
Source: OMol25
Level of theory: the ωB97M-V functional and the def2-TZVPD basis

HOMO energy (alpha / beta) ... -14.3 / -14.3 eV
Relative energy (zero: lowest compared OMol25 entry of this formula, charge and spin) ... 3.81 kcal per mole
LUMO energy (alpha / beta) ... -8.237 / -8.241 eV
Gap between HOMO and LUMO (alpha / beta) ... 0.221 / 0.221 hartree

Geometry as ORCA input:
```
! wB97M-V def2-TZVPD RIJCOSX def2/J DEFGRID3
* xyz 2 1
Te 2.73 -1.39 2.02
Sb 6.91 -3.84 -1.30
Tc 1.92 -0.71 -0.43
S 5.47 -4.02 -2.91
S 4.51 -1.18 -1.14
S 5.89 -2.00 0.13
S 2.97 -2.55 -1.07
P -0.30 0.34 -0.32
O 3.17 3.06 -0.89
O 2.36 1.07 -0.40
C -3.16 -1.58 1.90
C -1.45 -0.14 1.00
C -2.87 -0.09 -3.48
C -1.99 -0.27 -4.54
C 0.70 4.35 -0.46
C -0.29 2.15 -0.23
C 2.20 2.45 -0.60
C -2.30 -1.24 0.86
C 1.57 -3.06 2.63
C -1.54 2.77 -0.11
C 1.76 -0.01 3.30
C -1.47 0.60 2.18
C -2.33 0.24 3.21
C -0.62 -0.29 -4.30
C -1.66 4.15 -0.15
C -3.17 -0.85 3.07
C 0.45 -2.36 -0.34
C -0.54 4.95 -0.32
C -1.03 0.02 -1.94
C 0.83 2.96 -0.41
C -0.15 -0.15 -3.01
C -2.40 0.06 -2.19
H -3.84 -1.12 3.87
H -0.63 6.02 -0.36
H 0.93 -0.15 -2.86
H -0.15 -2.28 0.56
H 1.71 -3.86 1.91
H 0.86 -3.37 -0.36
H 0.68 -0.10 3.19
H -2.43 2.17 0.02
H 2.06 -0.27 4.32
H -3.10 0.20 -1.38
H 0.07 -0.42 -5.12
H 0.52 -2.78 2.70
H -0.19 -2.28 -1.22
H -2.32 -1.81 -0.05
H 1.59 4.95 -0.60
H -3.83 -2.43 1.78
H 1.95 -3.35 3.60
H -2.35 0.83 4.12
H -0.84 1.48 2.29
H -2.64 4.60 -0.05
H 2.10 0.99 3.07
H -3.94 -0.07 -3.67
H -2.36 -0.38 -5.54
*
```


Entry 4:
Formula: C22H24BN7Pd
Source: OMol25
Level of theory: the ωB97M-V functional and the def2-TZVPD basis

HOMO energy (alpha / beta) ... -14.6 / -15.0 eV
LUMO energy (alpha / beta) ... -8.743 / -10.135 eV
Gap between HOMO and LUMO (alpha / beta) ... 0.214 / 0.181 hartree

Geometry as ORCA input:
```
! wB97M-V def2-TZVPD RIJCOSX def2/J DEFGRID3
* xyz 2 3
Pd 0.70 0.04 -0.42
N -0.32 1.44 0.69
N -1.08 -1.11 -0.58
N 1.23 -2.09 0.79
N 0.90 -3.29 0.20
N 1.62 -1.15 -1.88
N -1.07 -2.42 -1.00
N 1.29 -2.47 -2.13
C -0.68 4.81 -1.81
C -3.20 -1.77 -0.82
C 1.24 -4.32 1.03
C -2.18 0.70 4.40
C -0.43 4.98 -0.45
C -0.57 0.02 2.72
C -0.38 3.90 0.42
C 2.76 -1.84 -3.69
C -0.85 1.20 1.96
C -2.44 1.86 3.68
C 1.86 -3.78 2.15
C 2.49 1.84 -0.75
C -1.80 2.11 2.48
C -2.36 -0.70 -0.45
C -1.26 -0.22 3.90
C 1.85 -2.37 1.94
C 1.96 -2.89 -3.23
C 2.52 -0.77 -2.81
C -0.87 3.52 -2.32
C -0.79 2.42 -1.47
C -0.56 2.58 -0.08
C -2.35 -2.83 -1.14
B 0.26 -3.22 -1.22
H 1.80 -3.88 -3.63
H 1.53 1.50 -1.22
H 2.34 2.85 -0.34
H 2.27 -1.59 2.57
H 2.27 -4.29 3.01
H -0.15 4.02 1.48
H -2.56 -3.82 -1.49
H -1.07 -1.14 4.46
H -4.27 -1.74 -0.89
H -2.64 0.30 -0.11
H -2.70 0.52 5.34
H -2.01 3.01 1.90
H -0.70 5.66 -2.48
H 0.00 -4.30 -1.65
H 3.24 1.89 -1.54
H 3.41 -1.83 -4.56
H 1.05 -5.35 0.76
H -0.79 1.39 -1.88
H -1.06 3.36 -3.38
H 2.94 0.23 -2.84
H 2.82 1.14 0.05
H 0.17 -0.70 2.35
H -0.25 5.97 -0.06
H -3.15 2.60 4.03
*
```


Entry 5:
Formula: C22H24BiN5S3
Source: OMol25
Level of theory: the ωB97M-V functional and the def2-TZVPD basis

HOMO energy ... -7.8 eV
Relative energy (zero: lowest compared OMol25 entry of this formula, charge and spin) ... 8.54 kcal per mole
LUMO energy ... -0.191 eV
Gap between HOMO and LUMO ... 0.281 hartree

Geometry as ORCA input:
```
! wB97M-V def2-TZVPD RIJCOSX def2/J DEFGRID3
* xyz 0 1
Bi 0.35 -0.52 0.17
S -1.18 1.96 -1.50
S 1.67 -2.59 1.03
S -0.30 -2.64 -1.19
N -2.92 -0.02 0.12
N -1.45 1.87 1.70
N 2.11 1.14 1.43
N -0.62 -6.28 -1.77
N 2.06 -6.25 1.66
C 5.77 -0.89 1.21
C 5.17 -0.66 2.44
C -2.78 1.25 -2.02
C 3.18 0.40 -1.20
C -0.03 -5.66 -1.00
C 0.72 -4.89 -0.06
C -3.20 -0.05 -1.31
C 2.10 0.62 -3.78
C 3.95 0.87 -2.28
C 5.11 -0.52 0.05
C 3.96 0.00 2.50
C 1.84 0.09 -1.42
C 3.42 0.97 -3.55
C 0.70 -3.53 -0.07
C 3.33 0.42 1.34
C 3.87 0.13 0.09
C -1.21 3.16 1.09
C -3.65 0.98 0.89
C 1.48 -5.64 0.89
C -1.72 3.29 -0.35
C -2.81 1.51 2.06
C 1.32 0.19 -2.71
H 4.04 1.30 -4.37
H 5.65 -0.99 3.36
H -0.13 3.33 1.09
H -3.91 1.80 0.23
H -1.33 4.22 -0.77
H 4.98 1.16 -2.11
H -3.03 -0.94 0.51
H -2.67 1.05 -3.08
H -2.80 3.33 -0.38
H -2.74 0.72 2.82
H 5.55 -0.75 -0.91
H 3.50 0.20 3.46
H 6.73 -1.38 1.16
H -4.26 -0.22 -1.53
H 0.29 -0.09 -2.90
H 2.02 1.87 0.73
H 1.95 1.50 2.36
H -3.35 2.36 2.51
H -3.53 2.03 -1.91
H -4.59 0.58 1.30
H -0.85 1.76 2.51
H -1.67 3.99 1.66
H 1.68 0.68 -4.77
H -2.64 -0.88 -1.73
*
```


Entry 6:
Formula: C22H24Cl2N5PtS
Source: OMol25
Level of theory: the ωB97M-V functional and the def2-TZVPD basis

HOMO energy (alpha / beta) ... -16.5 / -16.4 eV
Relative energy (zero: lowest compared OMol25 entry of this formula, charge and spin) ... 10.86 kcal per mole
LUMO energy (alpha / beta) ... -10.071 / -13.356 eV
Gap between HOMO and LUMO (alpha / beta) ... 0.235 / 0.113 hartree

Geometry as ORCA input:
```
! wB97M-V def2-TZVPD RIJCOSX def2/J DEFGRID3
* xyz 3 5
Pt 0.11 1.55 -0.10
Cl -1.72 3.27 -0.26
Cl -3.76 3.14 -2.38
S 1.41 2.43 -1.78
N 3.59 0.82 -1.34
N -4.99 -5.90 5.00
N -0.47 1.20 1.86
N 3.33 1.75 -3.45
N -0.85 -0.25 -0.66
C -1.48 -1.15 0.21
C -1.62 -2.02 -1.87
C 4.76 1.65 -3.85
C -0.32 2.04 2.88
C -3.72 -2.32 2.04
C -0.94 -0.76 -1.88
C -1.21 0.11 2.34
C -1.94 -2.27 -0.58
C 2.45 2.29 -4.50
C -1.72 -2.80 3.31
C -0.93 1.54 4.07
C -2.38 -2.06 2.33
C 3.39 0.97 0.10
C -4.40 -3.31 2.74
C -3.73 -4.05 3.71
C -1.49 0.35 3.73
C -2.33 3.95 -1.88
C 2.93 1.54 -2.22
C -2.39 -3.80 3.99
C -1.65 -0.99 1.60
C -4.43 -5.08 4.43
C 4.41 -0.35 -1.73
H 4.97 2.52 -4.47
H 4.28 0.60 0.61
H 5.39 1.68 -2.97
H -1.81 -2.64 -2.73
H -2.50 5.00 -1.64
H 4.94 0.74 -4.42
H -2.43 -3.14 -0.17
H 2.78 1.87 -5.45
H 0.21 2.98 2.76
H 2.54 3.38 -4.54
H -4.25 -1.74 1.30
H 2.54 0.35 0.45
H -0.53 -0.25 -2.74
H -5.44 -3.51 2.53
H -0.67 -2.61 3.53
H 4.19 -0.62 -2.76
H 5.47 -0.14 -1.61
H 3.26 2.01 0.38
H -1.52 3.81 -2.59
H -1.88 -4.38 4.74
H -0.94 2.05 5.02
H 4.13 -1.17 -1.08
H -2.07 -0.31 4.36
H 1.42 1.98 -4.35
*
```


For the records above, the corresponding DFT total energy values read -76046.1104 -341564.9867 -95926.1028 -37773.4196 -68998.9807 -69749.1286 eV.